Run one
Density functional theory data (ωB97M-V/def2-TZVPD) for a single C2H3N3O2 molecule.

Calculated values
gap between HOMO and LUMO	6.9	eV
HOMO	-6.9555	eV

```
10
Properties=species:S:1:pos:R:3:mulliken_charge:R:1
N -0.48377 1.03751 -0.08904 -0.066
N 0.22505 -1.34384 0.45426 -0.148
C -0.02674 -0.64040 1.48906 0.765
C 0.59201 -0.69625 -0.80665 -0.356
O -0.95295 2.32940 -0.34911 -0.464
N 0.12914 0.51405 -1.05780 -0.426
O -0.41155 -0.16177 2.47543 -0.311
H -0.79356 2.48365 -1.29727 0.383
H 0.35104 -2.34308 0.55220 0.264
H 1.37133 -1.17927 -1.37108 0.358
```

---

Run two
Density functional theory data (ωB97M-V/def2-TZVPD) for a single C2H3N3O2 molecule.

Calculated values
SMILES	Nn1cnc(=O)o1
gap between HOMO and LUMO	10.2	eV
HOMO	-9.9220	eV

```
10
Properties=species:S:1:pos:R:3:mulliken_charge:R:1
N -1.83706 -0.35593 0.16906 -0.611
N -0.47975 -0.03242 -0.31580 0.336
C 0.11069 1.19091 -0.03607 -0.067
N 1.39462 1.16876 -0.02497 -0.424
C 1.72429 -0.21321 0.08123 0.459
O 2.79336 -0.68253 0.04436 -0.406
O 0.46067 -1.05719 -0.22172 -0.303
H -1.97793 -1.19151 -0.51578 0.308
H -1.78853 -0.90478 0.98324 0.282
H -0.40034 2.07789 -0.16356 0.425
```

---

Of the structures shown above, run one is the least stable.